Entry from the OMol25 dataset: a molecular structure, C17H39OP3ScSe (wB97M-V/def2-TZVPD).

Geometry (Å):
1 Sc 0.83 -0.05 -0.82
2 P 2.71 -0.44 0.68
3 P -1.23 -0.12 1.08
4 P 0.57 2.60 -0.73
5 H 2.75 -0.83 -4.16
6 C 3.01 -0.11 -3.40
7 C 2.03 0.30 -2.54
8 H 0.96 0.28 -2.93
9 C 3.01 -2.22 0.76
10 C 2.47 -0.05 2.44
11 C 4.36 0.26 0.37
12 C -3.04 -0.01 0.89
13 C -1.15 -1.85 1.69
14 C -1.06 0.76 2.68
15 C 1.39 3.57 -2.05
16 C 1.41 3.13 0.79
17 C -0.96 3.59 -0.40
18 H 3.99 0.32 -3.52
19 H 2.31 1.03 -1.68
20 H 3.16 -2.63 -0.25
21 H 2.17 -2.72 1.27
22 H 3.93 -2.34 1.35
23 H 1.61 -0.60 2.83
24 H 2.30 1.03 2.58
25 H 3.38 -0.36 2.96
26 H 4.63 0.14 -0.69
27 H 5.06 -0.32 1.00
28 H 4.38 1.32 0.65
29 H -3.53 -0.18 1.86
30 H -3.39 -0.76 0.18
31 H -3.32 0.99 0.54
32 H -1.75 -1.95 2.60
33 H -0.12 -2.15 1.92
34 H -1.57 -2.52 0.93
35 H -1.79 0.37 3.40
36 H -1.26 1.83 2.55
37 H -0.05 0.64 3.11
38 H 1.30 4.65 -1.81
39 H 0.94 3.36 -3.02
40 H 2.46 3.29 -2.09
41 H 1.48 4.23 0.79
42 H 2.42 2.70 0.82
43 H 0.84 2.81 1.68
44 H -0.66 4.63 -0.21
45 H -1.50 3.18 0.47
46 H -1.60 3.53 -1.29
47 C -1.84 1.25 -4.32
48 C -0.91 0.87 -5.30
49 C -0.57 1.78 -6.31
50 C -0.93 3.13 -6.24
51 C -1.84 3.51 -5.25
52 C -2.29 2.59 -4.30
53 Se -2.41 -0.09 -3.03
54 H -3.67 0.49 -2.43
55 H -0.51 -0.15 -5.25
56 H 0.06 1.44 -7.12
57 H -0.54 3.85 -6.93
58 H -2.14 4.55 -5.23
59 H -3.05 2.89 -3.60
60 O 0.46 -2.15 -1.47
61 H 0.53 -2.84 -0.79
62 H -0.17 -2.44 -2.15

Calculated values
**Energy above the lowest of the compared OMol25 structures with the same formula, charge and spin**: 0.0000 eV
**Charge**: +3
**HOMO energy**: -16.27 eV
**DFT total energy**: -134196.1744 eV
**Strongest force on any atom**: 0.076 hartree/bohr

Entry from the OMol25 dataset: a molecular structure, C17H40BiNOP3 (wB97M-V/def2-TZVPD).

Geometry (Å):
1 Bi 0.06 0.04 -2.19
2 P -0.41 0.32 1.54
3 P -1.50 2.17 -1.49
4 P 2.14 -1.58 0.01
5 H 1.94 3.07 -4.95
6 C 2.10 2.10 -5.50
7 C 1.18 1.15 -5.71
8 H 0.12 1.40 -5.60
9 C 0.86 1.24 2.51
10 C -1.91 1.04 2.36
11 C -0.44 -1.21 2.56
12 C -1.53 3.03 -3.08
13 C -3.25 2.04 -0.98
14 C -0.82 3.42 -0.34
15 C 3.35 -2.37 -1.11
16 C 1.93 -3.04 1.14
17 C 3.33 -0.59 1.02
18 H 3.17 1.98 -5.78
19 H 1.49 0.15 -6.03
20 H 0.57 1.14 3.57
21 H 0.84 2.29 2.20
22 H 1.86 0.82 2.36
23 H -1.83 0.87 3.45
24 H -2.80 0.52 1.98
25 H -1.99 2.13 2.17
26 H -0.20 -0.91 3.59
27 H 0.27 -1.97 2.22
28 H -1.46 -1.64 2.54
29 H -2.01 4.03 -2.96
30 H -2.10 2.45 -3.83
31 H -0.50 3.15 -3.46
32 H -3.69 3.04 -0.92
33 H -3.35 1.54 0.00
34 H -3.80 1.46 -1.73
35 H -1.42 4.34 -0.44
36 H 0.22 3.64 -0.63
37 H -0.81 3.08 0.71
38 H 3.95 -3.10 -0.56
39 H 4.01 -1.60 -1.54
40 H 2.81 -2.88 -1.92
41 H 2.74 -3.77 1.00
42 H 0.97 -3.52 0.89
43 H 1.91 -2.73 2.19
44 H 4.30 -1.09 1.02
45 H 2.97 -0.49 2.05
46 H 3.43 0.42 0.59
47 C 2.86 1.17 -2.97
48 C 3.67 2.18 -2.42
49 C 5.05 2.02 -2.59
50 C 5.55 0.95 -3.41
51 C 4.70 -0.09 -3.83
52 C 3.37 -0.09 -3.36
53 O 1.60 1.52 -3.15
54 H 0.94 1.08 -0.87
55 H 3.09 3.02 -2.03
56 H 5.73 2.70 -2.02
57 H 6.63 0.81 -3.67
58 H 4.99 -0.94 -4.46
59 H 2.73 -0.98 -3.46
60 N -1.51 -1.41 -0.98
61 H -1.73 -2.23 -1.54
62 H -0.99 -1.60 -0.10
63 H -2.34 -0.84 -0.81

Calculated values
**Energy above the lowest of the compared OMol25 structures with the same formula, charge and spin**: 4.5813 eV
**Charge**: +3
**HOMO energy (alpha / beta)**: -16.59 / -16.52 eV
**DFT total energy**: -55489.3311 eV
**Strongest force on any atom**: 0.064 hartree/bohr

Entry from the OMol25 dataset: a molecular structure, C17H40F4GaO12S4 (wB97M-V/def2-TZVPD).

Geometry (Å):
1 C 0.21 -3.53 -2.34
2 C -0.15 -2.49 -3.28
3 C -1.70 -2.44 -3.69
4 Ga -2.81 -2.49 -1.95
5 C -4.83 -2.86 -2.21
6 F -5.34 -3.22 -0.93
7 F -5.57 -1.69 -2.57
8 C -5.21 -4.05 -3.18
9 F -5.35 -5.22 -2.40
10 F -4.25 -4.34 -4.14
11 H -0.02 -3.32 -1.26
12 H 0.67 -4.49 -2.71
13 H 0.61 -1.77 -3.70
14 H -1.86 -1.52 -4.33
15 H -1.83 -3.35 -4.35
16 H -2.62 -1.06 -1.21
17 H -2.28 -3.63 -0.93
18 H -6.20 -3.87 -3.70
19 O 1.66 -0.81 -0.38
20 S 2.74 0.09 -0.11
21 O 3.37 0.86 -1.15
22 O 3.88 -0.69 0.73
23 C 4.43 -1.88 0.16
24 C 5.36 -1.58 -1.00
25 C 2.24 1.22 1.16
26 H 3.63 -2.57 -0.15
27 H 5.00 -2.38 0.95
28 H 4.83 -1.13 -1.83
29 H 5.85 -2.49 -1.36
30 H 6.13 -0.86 -0.69
31 H 1.79 0.66 1.98
32 H 1.52 1.90 0.73
33 H 3.12 1.77 1.50
34 O 7.67 -1.65 1.78
35 S 8.77 -0.75 2.05
36 O 9.40 0.00 1.01
37 O 9.90 -1.55 2.89
38 C 10.44 -2.75 2.32
39 C 11.38 -2.45 1.16
40 C 8.28 0.37 3.33
41 H 9.64 -3.42 2.02
42 H 11.00 -3.24 3.11
43 H 10.84 -2.00 0.32
44 H 11.85 -3.37 0.80
45 H 12.15 -1.74 1.46
46 H 7.83 -0.19 4.14
47 H 7.56 1.06 2.89
48 H 9.16 0.92 3.66
49 O 0.78 4.13 1.94
50 S 0.56 5.22 2.83
51 O 0.24 5.01 4.22
52 O -0.55 6.21 2.19
53 C -1.83 5.65 1.84
54 C -2.67 5.36 3.07
55 C 1.93 6.33 2.75
56 H -1.70 4.76 1.22
57 H -2.33 6.40 1.23
58 H -2.23 4.57 3.68
59 H -3.67 5.03 2.77
60 H -2.76 6.25 3.70
61 H 2.16 6.54 1.70
62 H 2.77 5.85 3.23
63 H 1.68 7.25 3.28
64 O -10.01 0.57 0.39
65 S -10.40 0.63 -1.00
66 O -11.54 -0.09 -1.49
67 O -9.13 0.30 -1.92
68 C -8.44 -0.95 -1.73
69 C -9.24 -2.12 -2.26
70 C -10.59 2.33 -1.46
71 H -8.19 -1.09 -0.67
72 H -7.50 -0.88 -2.28
73 H -10.17 -2.26 -1.70
74 H -8.67 -3.05 -2.19
75 H -9.52 -1.95 -3.30
76 H -9.72 2.89 -1.12
77 H -11.49 2.70 -0.97
78 H -10.70 2.39 -2.54

Calculated values
**Energy above the lowest of the compared OMol25 structures with the same formula, charge and spin**: 1.2126 eV
**Charge**: -1
**HOMO energy**: -2.99 eV
**DFT total energy**: -149428.8255 eV
**Strongest force on any atom**: 0.048 hartree/bohr

Question: Which of these has the lowest DFT total energy?
Answer: C17H40F4GaO12S4